# 1
# C44H76B2F12Hg2N4O20P2

A molecular structure, C44H76B2F12Hg2N4O20P2 in a non-equilibrium geometry (ωB97M-V with the def2-TZVPD basis set, the OMol25 dataset).

Structure (XYZ):
```
162
Properties=species:S:1:pos:R:3
Hg 2.975 -1.262 -0.059
Hg -0.311 2.669 -0.829
O 4.584 5.614 5.806
C 4.526 5.121 4.719
O 3.851 4.003 4.408
B 3.935 3.692 2.969
O 5.027 4.655 2.462
C 5.332 5.475 3.488
O 6.060 6.434 3.381
O 2.775 4.024 2.239
C 2.302 2.976 1.656
O 1.243 2.818 0.999
C 3.276 1.840 1.884
O 4.233 2.284 2.628
O 3.247 0.621 1.463
O 1.649 2.654 -2.328
C 2.875 2.602 -2.538
O 3.694 3.568 -2.901
B 4.989 2.895 -3.248
O 4.907 1.546 -2.642
C 3.725 1.352 -2.177
O 3.366 0.357 -1.598
O 5.164 2.619 -4.733
C 6.286 3.193 -5.113
O 6.822 3.209 -6.227
C 6.843 3.956 -3.958
O 6.112 3.755 -2.938
O 7.793 4.779 -3.933
P -0.358 -0.371 -0.546
F -0.756 0.823 0.485
F -0.251 -1.261 0.864
F -1.837 -0.728 -1.051
F 0.460 -1.512 -1.462
F -0.251 0.610 -1.716
F 1.206 0.164 -0.347
P 2.564 -3.738 1.599
F 1.303 -4.344 2.438
F 1.731 -3.285 0.221
F 2.466 -2.152 2.107
F 3.965 -3.352 0.797
F 3.540 -3.939 2.962
F 2.762 -5.249 1.021
C -4.949 -7.473 0.865
C -4.938 -5.968 1.436
C -3.454 -5.712 1.878
C -3.010 -4.213 1.940
C -3.306 -3.565 0.536
C -4.827 -3.606 0.132
N -5.327 -4.977 0.335
O -6.581 -5.296 -0.185
C -5.766 -2.614 0.939
C -4.671 -3.266 -1.451
C -5.817 -5.688 2.689
H -4.247 -7.643 0.049
H -5.842 -7.799 0.332
H -4.664 -8.268 1.554
H -3.463 -6.089 2.901
H -2.841 -6.196 1.117
H -1.947 -4.090 2.148
H -3.503 -3.708 2.771
H -2.632 -4.012 -0.194
H -3.093 -2.508 0.696
H -5.481 -1.567 0.843
H -6.815 -2.751 0.677
H -5.749 -2.974 1.967
H -5.600 -3.441 -1.994
H -4.307 -2.275 -1.723
H -3.892 -3.941 -1.805
H -5.768 -6.681 3.137
H -6.902 -5.724 2.596
H -5.408 -4.983 3.412
H -6.277 -5.804 -0.940
C 1.657 0.966 5.293
C 0.303 0.369 5.022
C -0.149 -0.341 6.410
C -1.600 -0.562 6.691
C -2.426 0.780 6.322
C -2.151 1.345 4.913
N -0.634 1.522 4.692
O -0.186 2.222 3.622
C -2.760 0.341 3.862
C -2.809 2.751 4.806
C 0.357 -0.671 3.953
H 2.314 0.201 5.706
H 1.619 1.758 6.041
H 2.246 1.345 4.458
H 0.274 -1.344 6.347
H 0.290 0.142 7.283
H -1.849 -0.526 7.751
H -1.928 -1.479 6.201
H -2.172 1.679 6.883
H -3.432 0.450 6.585
H -2.372 0.312 2.844
H -2.454 -0.673 4.121
H -3.830 0.476 3.709
H -3.565 2.878 4.032
H -3.403 3.077 5.660
H -2.083 3.466 4.419
H -0.504 -1.339 3.956
H 1.230 -1.297 4.136
H 0.581 -0.370 2.930
H 0.450 2.812 4.033
C -3.716 4.168 -3.784
C -2.419 4.170 -3.033
C -1.898 5.627 -3.161
C -2.746 6.583 -2.247
C -2.760 6.105 -0.857
C -3.151 4.610 -0.540
N -2.398 3.752 -1.527
O -2.590 2.385 -1.518
C -2.612 4.219 0.872
C -4.639 4.416 -0.780
C -1.476 3.186 -3.848
H -4.593 4.688 -3.398
H -4.207 3.198 -3.870
H -3.617 4.601 -4.780
H -0.879 5.683 -2.780
H -1.764 5.971 -4.187
H -3.774 6.575 -2.610
H -2.472 7.624 -2.413
H -3.562 6.746 -0.492
H -1.881 6.383 -0.277
H -1.996 3.321 0.930
H -1.993 4.986 1.336
H -3.561 4.104 1.396
H -5.147 4.535 0.177
H -5.236 5.235 -1.183
H -5.082 3.488 -1.141
H -1.603 2.104 -3.803
H -0.434 3.502 -3.791
H -1.630 3.176 -4.927
H -3.504 2.158 -1.706
C 5.326 -4.334 -3.649
C 5.193 -2.786 -3.240
C 5.818 -1.805 -4.286
C 4.949 -1.732 -5.614
C 3.610 -1.121 -5.321
C 2.947 -2.055 -4.356
N 3.760 -2.403 -3.154
O 3.032 -2.874 -2.047
C 1.669 -1.246 -4.020
C 2.469 -3.341 -5.057
C 6.074 -2.624 -1.995
H 5.058 -5.176 -3.011
H 4.692 -4.497 -4.521
H 6.323 -4.509 -4.054
H 6.033 -0.824 -3.862
H 6.774 -2.114 -4.708
H 5.322 -0.977 -6.307
H 4.921 -2.535 -6.351
H 2.982 -0.887 -6.180
H 3.841 -0.186 -4.810
H 0.843 -1.902 -3.745
H 1.371 -0.554 -4.808
H 1.883 -0.571 -3.192
H 1.569 -3.106 -5.625
H 2.256 -4.258 -4.507
H 3.157 -3.737 -5.805
H 6.071 -1.582 -1.677
H 5.685 -3.266 -1.204
H 7.037 -3.084 -2.219
H 2.913 -3.786 -2.322
```

Computed properties:
- HOMO level: -7.9597 eV
- 2S+1: 1
- Frontier orbital gap: 4.525 eV
- Molecular weight: 1693.8 g/mol
- Lowest unoccupied orbital energy: -0.1262 Eh
- Net charge: 0


# 2
# C44H76F12O15

11 unconnected molecules or ions with the total composition C44H76F12O15 in a non-equilibrium geometry (ωB97M-V with the def2-TZVPD basis set, the OMol25 dataset).

Structure (XYZ):
```
147
Properties=species:S:1:pos:R:3
C -20.698 4.792 4.003
C -21.583 5.303 2.848
C -21.561 4.072 1.898
O -21.064 3.000 2.610
C -20.090 3.495 3.496
H -21.217 4.635 4.927
H -19.867 5.512 4.270
H -21.236 6.275 2.422
H -22.569 5.493 3.251
H -20.912 4.164 0.947
H -22.499 3.782 1.461
H -19.188 3.537 2.881
H -19.987 2.771 4.337
C -24.693 -8.155 6.611
C -24.270 -8.967 7.904
C -23.776 -7.829 8.845
O -24.465 -6.652 8.480
C -25.156 -6.800 7.204
H -25.545 -8.640 6.172
H -23.899 -8.068 5.861
H -23.480 -9.702 7.640
H -25.102 -9.529 8.292
H -22.732 -7.694 8.718
H -23.963 -8.073 9.892
H -24.883 -5.988 6.554
H -26.220 -6.716 7.370
C -22.175 -4.957 3.207
C -23.055 -4.003 2.328
C -23.807 -3.293 3.423
O -24.061 -4.287 4.396
C -22.773 -4.847 4.569
H -21.050 -4.715 3.239
H -22.172 -5.991 2.759
H -23.801 -4.558 1.785
H -22.437 -3.367 1.667
H -24.788 -2.870 3.046
H -23.210 -2.445 3.715
H -22.928 -5.863 5.095
H -22.205 -4.138 5.149
C -26.442 -3.271 12.007
C -26.406 -4.610 11.244
C -26.621 -4.160 9.762
O -26.825 -2.762 9.769
C -26.127 -2.288 10.923
H -25.750 -3.360 12.902
H -27.473 -3.133 12.354
H -27.173 -5.296 11.506
H -25.504 -5.189 11.413
H -27.525 -4.609 9.260
H -25.743 -4.401 9.215
H -26.500 -1.269 11.117
H -25.076 -2.267 10.672
C -24.750 -0.649 5.613
C -25.524 -0.251 6.943
C -24.613 -0.903 8.044
O -23.315 -0.855 7.526
C -23.458 -1.199 6.210
H -24.721 0.245 5.030
H -25.359 -1.433 5.149
H -26.577 -0.580 6.968
H -25.502 0.810 6.970
H -24.860 -1.940 8.218
H -24.570 -0.339 8.963
H -23.478 -2.344 6.217
H -22.560 -0.843 5.736
C -23.238 4.792 8.379
C -24.523 4.930 7.539
C -25.590 4.360 8.524
O -24.946 3.360 9.264
C -23.504 3.448 9.065
H -23.194 5.645 9.080
H -22.289 4.855 7.846
H -24.399 4.280 6.640
H -24.701 5.934 7.259
H -26.430 3.909 7.946
H -25.877 5.198 9.174
H -23.289 2.550 8.384
H -22.935 3.351 10.019
C -27.111 -3.585 6.129
C -27.518 -5.029 5.636
C -28.798 -4.815 4.883
O -28.660 -3.563 4.316
C -28.011 -2.698 5.258
H -26.066 -3.373 5.917
H -27.298 -3.636 7.232
H -27.646 -5.617 6.507
H -26.757 -5.503 5.064
H -29.684 -4.867 5.594
H -28.922 -5.562 4.049
H -28.785 -2.119 5.849
H -27.446 -1.989 4.741
C -20.204 2.297 7.598
C -20.477 1.249 8.670
O -20.355 -0.062 7.969
C -20.459 -1.043 8.827
O -20.615 -1.051 10.008
C -20.206 -2.399 8.125
F -19.884 -2.418 6.810
F -19.252 -3.012 8.806
F -21.292 -3.153 8.345
H -19.378 1.888 7.031
H -19.850 3.275 7.966
H -21.095 2.462 7.056
H -21.453 1.234 9.151
H -19.637 1.263 9.470
C -33.333 0.378 9.116
C -33.010 0.791 7.685
O -31.590 0.899 7.610
C -31.131 1.792 6.739
O -31.796 2.563 6.131
C -29.561 1.658 6.499
F -29.156 0.392 6.749
F -29.291 2.107 5.317
F -28.893 2.470 7.402
H -33.302 1.144 9.858
H -32.588 -0.423 9.330
H -34.314 -0.006 9.160
H -33.486 1.768 7.522
H -33.232 -0.011 6.971
C -22.767 -3.479 13.299
C -22.501 -3.524 11.825
O -21.378 -4.349 11.575
C -21.603 -5.615 11.264
O -22.639 -6.155 11.402
C -20.345 -6.224 10.584
F -19.212 -5.744 11.075
F -20.255 -7.536 10.766
F -20.414 -5.960 9.322
H -23.232 -2.609 13.585
H -21.823 -3.495 13.808
H -23.407 -4.356 13.503
H -22.269 -2.570 11.441
H -23.351 -3.912 11.324
C -18.928 -2.039 12.448
C -19.164 -0.649 13.001
O -20.594 -0.224 12.922
C -20.926 0.898 12.323
O -20.234 1.681 11.792
C -22.488 0.922 12.202
F -22.899 2.165 12.278
F -22.810 0.466 10.964
F -23.081 0.228 13.143
H -19.357 -2.937 12.926
H -17.844 -2.209 12.393
H -19.314 -2.083 11.434
H -18.700 0.114 12.447
H -18.900 -0.473 14.087
```

Computed properties:
- HOMO level: -9.3256 eV
- 2S+1: 1
- Frontier orbital gap: 9.880 eV
- Molecular weight: 1073.1 g/mol
- Lowest unoccupied orbital energy: 0.0204 Eh
- SMILES: CCOC(=O)C(F)(F)F.CCOC(=O)C(F)(F)F.CCOC(=O)C(F)(F)F.CCOC(=O)C(F)(F)F.C1CCOC1.C1CCOC1.C1CCOC1.C1CCOC1.C1CCOC1.C1CCOC1.C1CCOC1
- Net charge: 0